Record 1
This record from OMol25 describes a molecular structure, C28H22I2N2O2Y. The level of theory is ωB97M-V/def2-TZVPD.

Last column: Mulliken charge in e.
Atoms and positions in Å:
I1 6.46496 -3.36816 3.05904  0.13
I2 3.81253 -1.71034 -2.14524  0.10
Y1 0.88458 -0.71970 -0.78504  0.95
O1 2.56425 0.26644 -0.08358  -0.77
O2 0.24326 -0.34187 -4.39200  -0.15
N1 0.79204 -0.86037 1.84072  -0.06
N2 0.01339 -2.88247 -0.00832  0.02
C1 3.22448 -0.70191 1.95483  0.12
C2 -1.22739 3.97166 -0.49708  -0.10
C3 -1.09628 6.24020 -1.28534  -0.45
C4 4.11734 -1.49190 2.65825  -0.33
C5 -2.97166 1.59634 -1.75682  -0.09
C6 0.20294 -0.67256 -3.32089  0.29
C7 5.09660 -2.21709 1.98272  -0.27
C8 -3.78086 -0.10341 0.28427  -0.88
C9 0.19900 4.52061 -2.34871  -0.37
C10 4.21489 -1.45418 -0.09767  -0.03
C11 -0.11622 -3.10531 1.31079  0.65
C12 -0.69584 -3.62583 -0.86702  0.06
C13 -1.99476 0.92351 -1.01315  0.57
C14 -4.31732 1.42901 -1.47930  -0.78
C15 -0.97819 -4.07615 1.79111  -1.07
C16 0.11023 2.15643 -1.61328  -0.38
C17 -2.43238 0.05993 -0.00403  0.00
C18 -4.73022 0.58480 -0.45391  -0.49
C19 3.35745 -0.57224 0.56391  0.65
C20 0.75786 -2.28640 2.22398  -0.65
C21 -0.33041 3.56247 -1.48453  0.17
C22 -0.56058 1.01913 -1.34553  -0.55
C23 -1.56853 -4.61525 -0.46429  -0.91
C24 1.94036 -0.15614 2.51756  -1.06
C25 -1.60546 5.30013 -0.39832  -0.69
C26 5.10754 -2.25620 0.59556  -0.46
C27 -1.71239 -4.83951 0.89573  -0.34
C28 -0.19062 5.84808 -2.26010  -0.62
H1 -0.06923 -0.42819 2.16758  0.24
H2 -5.05423 1.96393 -2.06470  0.42
H3 -2.39384 -5.59738 1.25842  0.45
H4 1.89506 -0.31615 3.59762  0.43
H5 -1.62295 3.24613 0.20159  0.43
H6 -2.12216 -5.18426 -1.19665  0.44
H7 -2.29724 5.60624 0.37574  0.40
H8 0.21944 6.57792 -2.94568  0.39
H9 5.78195 -2.91824 0.07017  0.38
H10 0.91830 4.21905 -3.10174  0.38
H11 4.03061 -1.57747 3.73489  0.40
H12 -1.70451 -0.48815 0.59421  0.41
H13 -5.78307 0.46295 -0.23841  0.41
H14 -0.56468 -3.40472 -1.92082  0.37
H15 0.44717 -2.42871 3.26220  0.43
H16 -1.39551 7.27712 -1.20805  0.39
H17 1.83120 0.90709 2.31154  0.43
H18 -1.07225 -4.22996 2.85745  0.44
H19 -4.08868 -0.76629 1.08334  0.43
H20 1.13279 2.06953 -1.99697  0.32
H21 -2.66064 2.25707 -2.55626  0.47
H22 1.77791 -2.66924 2.14019  0.32

Its spin multiplicity is 1. The LUMO energy is -3.24 eV. The value obtained for the energy above the lowest of the compared OMol25 structures with the same formula, charge and spin is 0.2885 eV. As for the total charge: +1.

Record 2
This record from OMol25 describes a molecular structure, C28H22N9NiO2. The level of theory is ωB97M-V/def2-TZVPD.

Last column: Mulliken charge in e.
Atoms and positions in Å:
Ni1 -1.15419 0.41663 -0.15142  0.69
O1 -4.68167 2.53310 0.49045  -0.80
O2 -2.54411 1.87397 0.48027  -0.59
N1 -0.35085 -3.52795 -1.75976  -0.75
N2 -0.72817 -1.13507 -1.50005  -0.45
N3 0.86702 0.57567 0.23915  -0.19
N4 0.33388 2.48067 -1.93843  -0.20
N5 -1.10731 -0.27662 1.86652  -0.01
N6 -0.23336 -1.22192 2.23511  0.23
N7 -3.22137 -0.60583 -0.16070  0.31
N8 1.67010 -4.84656 -2.23163  -0.68
N9 -0.79179 1.80453 -1.68291  0.18
C1 -3.50949 -1.89118 -0.33841  -0.13
C2 -4.20627 0.24806 0.10690  0.40
C3 3.31780 3.96693 -0.35945  0.34
C4 0.88967 -1.56098 1.42308  -0.25
C5 -3.78938 1.69502 0.39878  0.20
C6 -0.45726 -2.26566 -1.60777  0.74
C7 -5.53499 -0.14977 0.18224  -0.91
C8 -4.80314 -2.37892 -0.25559  -0.86
C9 3.06955 -4.65194 1.03135  -1.58
C10 3.14351 -2.32776 0.04170  -1.10
C11 -1.59443 1.98929 -2.71337  -0.11
C12 2.85295 1.86533 0.72725  0.03
C13 2.18100 3.76054 -1.11938  -0.48
C14 2.55030 -3.25001 0.90513  0.48
C15 -5.83493 -1.48670 0.00135  -0.21
C16 2.60544 -1.07581 -0.14274  0.21
C17 3.64977 2.97434 0.56310  -1.05
C18 0.25633 3.07782 -3.14728  -0.06
C19 0.75789 -4.16742 -2.01227  0.53
C20 -0.55186 -1.71840 3.44708  -0.03
C21 1.39989 2.61638 -0.99853  0.12
C22 4.12301 5.22931 -0.48889  -1.56
C23 1.45136 -0.63277 0.52917  0.70
C24 -0.97451 2.78638 -3.68352  -1.27
C25 -1.99888 -0.18243 2.83945  -0.14
C26 1.67992 1.63654 -0.02487  0.19
C27 -1.68993 -1.07394 3.87355  -1.36
C28 1.41425 -2.83922 1.57851  -0.36
H1 -1.35835 3.09382 -4.63741  0.41
H2 5.13382 5.08618 -0.10572  0.37
H3 -2.67847 -2.54780 -0.55897  0.16
H4 0.90499 -3.54191 2.22647  0.41
H5 -2.20524 -1.21432 4.80444  0.42
H6 1.07740 3.64146 -3.54661  0.44
H7 -4.98920 -3.43356 -0.39804  0.45
H8 3.05826 -0.39881 -0.85668  0.54
H9 4.01076 -2.62086 -0.53596  0.29
H10 2.89124 -5.05347 2.02938  0.36
H11 -6.85854 -1.83533 0.06452  0.40
H12 -6.28179 0.60190 0.39051  0.52
H13 3.10788 1.12677 1.47640  0.48
H14 4.52934 3.09095 1.18530  0.32
H15 4.20371 5.54835 -1.52956  0.35
H16 2.58817 -5.30556 0.30189  0.28
H17 3.67457 6.05281 0.07210  0.29
H18 -2.56504 1.52346 -2.71933  0.44
H19 -2.79390 0.53586 2.74991  0.50
H20 1.88599 4.52443 -1.82680  0.48
H21 4.14160 -4.68790 0.83937  0.39
H22 0.06703 -2.45007 3.93161  0.47

Its spin multiplicity is 3. The LUMO energy (alpha / beta) is 2.76 / 2.76 eV. The value obtained for the energy above the lowest of the compared OMol25 structures with the same formula, charge and spin is 0.6657 eV. As for the total charge: -1.

Record 3
This record from OMol25 describes 3 unconnected molecules or ions with the total composition C28H23ClF16O4. The level of theory is ωB97M-V/def2-TZVPD.

Last column: Mulliken charge in e.
Atoms and positions in Å:
Cl1 -0.67387 -0.08578 0.92630  -0.18
F1 -1.10633 -6.18964 -7.06505  -0.30
F2 0.33429 -4.26522 -3.04011  -0.25
F3 -4.35624 7.86479 5.31106  -0.26
F4 -4.96948 5.33226 6.31985  -0.30
F5 2.49868 -4.37824 -3.16668  -0.36
F6 -2.44102 5.17328 0.65610  -0.28
F7 -1.85238 -5.78481 -3.63511  -0.20
F8 -0.10594 -7.19203 -5.43860  -0.27
F9 -3.25381 5.34524 5.01254  -0.28
F10 -4.70741 7.13735 3.29296  -0.21
F11 -2.84531 -7.08211 -5.06932  -0.26
F12 0.26499 -7.11086 -2.97727  -0.23
F13 -4.05496 3.05768 1.27270  -0.31
F14 -4.99541 4.98013 1.64359  -0.28
F15 -2.51377 5.90295 2.69731  -0.24
F16 1.43309 -6.17530 -1.40857  -0.24
O1 0.00794 -4.95419 -5.62900  -0.41
O2 0.01063 2.83881 1.28035  -0.44
O3 4.90854 3.06574 1.26366  -0.52
O4 -5.21576 4.51688 4.29339  -0.41
C1 1.03294 -3.15041 2.45733  -0.59
C2 -5.00879 6.92210 4.58989  0.20
C3 4.04116 0.12310 0.76705  -1.11
C4 0.95678 4.51337 -1.17609  -0.65
C5 1.70299 5.44229 -2.03263  -0.46
C6 1.28893 -5.11537 -5.02275  -0.75
C7 3.90752 2.76455 0.66647  0.01
C8 -4.02365 4.14959 2.09077  0.85
C9 3.34259 -1.15220 0.81495  -0.69
C10 1.10504 -0.05313 0.84704  0.44
C11 3.15523 5.57662 -2.01057  -0.53
C12 -4.58758 5.52033 5.03599  0.80
C13 0.09071 -3.02219 -0.02421  -1.36
C14 -2.64511 4.79129 1.94387  0.25
C15 -2.10211 -5.95694 -4.95007  0.19
C16 1.37358 -6.38127 -2.75036  0.04
C17 1.30831 -2.73727 0.93908  0.92
C18 1.78029 1.23608 0.75833  0.41
C19 1.02907 2.60853 0.68187  -0.11
C20 1.71335 -4.57549 2.69523  -0.97
C21 3.16773 3.75934 -0.28768  0.68
C22 1.69593 3.64464 -0.27907  0.50
C23 3.25376 1.34413 0.73265  0.61
C24 1.34863 -5.04114 -3.48483  1.01
C25 3.89826 4.70153 -1.10556  -0.65
C26 -0.80517 -6.08505 -5.75189  0.76
C27 1.87884 -1.29084 0.87027  -0.28
C28 -4.39485 3.65754 3.50247  -0.77
H1 0.08163 -4.04058 -0.47690  0.16
H2 1.11764 6.07368 -2.73500  0.34
H3 5.00778 4.78739 -1.09642  0.39
H4 -0.84529 -2.92064 0.59491  0.34
H5 -5.01119 2.76908 3.35590  0.44
H6 1.85962 -4.25858 -5.38474  0.40
H7 2.83031 -4.43143 2.75705  0.28
H8 1.81744 -5.98565 -5.41724  0.34
H9 -6.08413 7.06290 4.71845  0.24
H10 1.51483 -5.17360 1.76333  0.16
H11 2.24800 -6.97205 -3.03800  0.29
H12 -2.69184 -5.10701 -5.29993  0.24
H13 -3.52584 3.30187 4.05953  0.34
H14 5.15156 0.22996 0.75493  0.36
H15 -0.05343 -3.13889 2.71517  0.40
H16 1.36050 -5.08002 3.62595  0.35
H17 3.96227 -2.07468 0.82339  0.31
H18 1.59813 -2.44739 3.13475  0.38
H19 -1.85126 4.08945 2.21305  0.25
H20 2.14388 -3.41720 0.60068  0.34
H21 -0.15327 4.45341 -1.21234  0.39
H22 3.61696 6.31359 -2.70486  0.36
H23 0.03484 -2.22429 -0.80930  0.39

Its spin multiplicity is 1. The LUMO energy is -0.78 eV. As for the SMILES: CC[C@@H](C)c1ccc2c(c1Cl)C(=O)c1ccccc1C2=O.FC(F)C(F)(F)COC(F)(F)C(F)F.FC(F)C(F)(F)COC(F)(F)C(F)F.